23
Properties=species:S:1:pos:R:3:forces:R:3 method="wB97M-V/def2-TZVPD" e_tot_ha=-313.2603 relative_energy_kj_mol=481.1
C 2.894 1.130 0.641 1.7 2.0 -1.1
C 1.926 0.415 1.549 -0.2 -1.5 2.5
C 0.637 0.061 0.716 -1.4 0.7 1.6
C -0.437 -0.917 1.528 2.8 -2.1 -3.6
C -1.397 -1.607 0.412 -2.5 1.0 0.4
C -1.480 0.372 -2.829 1.3 2.7 0.2
H 2.627 0.566 -0.595 1.4 2.5 3.7
H 2.554 2.311 0.885 1.1 -2.9 -1.9
H 4.193 1.160 0.935 -4.2 -0.5 -1.0
H 1.809 0.969 2.607 -0.2 -0.9 -2.5
H 2.318 -0.606 1.896 -0.4 1.2 -0.6
H 0.086 0.980 0.249 0.9 -1.2 1.3
H 1.104 -0.351 -0.154 -0.3 -1.1 -0.6
H -0.683 -0.278 2.360 -1.2 -0.4 0.3
H 0.118 -1.901 1.840 -0.5 2.3 0.2
H -0.751 -1.955 -0.470 -1.0 0.7 1.3
H -2.082 -2.475 0.737 1.7 0.8 0.2
H -2.278 -0.912 0.060 2.3 -1.1 0.4
H -1.631 1.066 -0.862 0.4 0.0 -0.8
H -1.912 -0.482 -3.267 -0.8 -0.8 -0.6
H -1.710 1.329 -3.438 0.1 -1.6 0.9
H -0.355 0.230 -2.964 -1.2 0.2 0.9
O -2.033 0.453 -1.491 0.2 -0.1 -1.2

***

17
Properties=species:S:1:pos:R:3:forces:R:3 method="wB97M-V/def2-TZVPD" e_tot_ha=-628.3213 charge=+1 relative_energy_kj_mol=146.6
C -1.271 0.984 -1.212 -1.7 -1.1 0.5
S -0.909 -0.282 0.042 -2.6 0.8 1.8
C -2.269 0.037 1.516 2.0 -1.4 -0.8
H -1.792 0.465 -1.989 -0.2 -0.1 -0.6
H -0.496 1.537 -1.619 2.2 0.4 -0.6
H -1.904 1.766 -0.869 -0.9 0.3 0.8
H -2.163 -0.899 2.064 0.7 0.2 0.3
H -1.938 0.893 2.088 -0.1 0.1 -0.1
H -3.322 -0.027 1.331 -0.4 0.7 -1.2
N 1.768 0.571 -0.570 0.8 -1.4 1.1
C 2.404 -0.599 -0.418 -1.4 0.6 0.1
N 2.038 -1.565 0.461 -0.7 0.1 0.0
H 0.916 0.637 0.060 0.7 0.6 -0.9
H 2.100 1.311 -1.216 -0.3 -1.0 0.8
H 3.228 -0.765 -1.122 -0.2 -0.4 0.6
H 2.411 -2.518 0.292 -0.2 1.1 0.3
H 1.199 -1.545 1.161 2.1 0.5 -2.1